1.
A cluster of 10 separate species, C24H52Br10N2O3S3 in total in a non-equilibrium geometry, computed with wB97M-V/def2-TZVPD.

Element x y z (Å)
C  21.137395  -10.181248  -3.332786
C  21.375642  -11.082870  -4.556301
C  20.102731  -11.218085  -5.391945
C  19.545160  -9.949534  -5.891899
N  19.092862  -8.974017  -6.283224
H  20.173856  -10.400964  -2.878648
H  21.141191  -9.149504  -3.692531
H  21.949134  -10.262142  -2.612197
H  21.593291  -12.097876  -4.209842
H  22.260183  -10.807876  -5.128005
H  19.308029  -11.770715  -4.886074
H  20.325722  -11.790029  -6.301320
C  16.643396  -13.950863  -8.347888
C  18.118521  -13.749727  -8.005646
C  18.346698  -14.199534  -6.525688
C  17.905211  -15.581242  -6.316363
N  17.462206  -16.639372  -6.229911
H  16.370366  -15.008411  -8.298448
H  16.554907  -13.744149  -9.420933
H  15.945348  -13.384702  -7.736606
H  18.330622  -12.676797  -8.025117
H  18.832955  -14.256838  -8.649595
H  17.652419  -13.576999  -5.962485
H  19.375558  -14.060047  -6.207391
C  13.523148  -12.638504  -13.713276
S  14.810254  -13.898183  -14.052316
O  15.534519  -13.327024  -15.237592
C  15.860359  -13.625506  -12.614257
H  13.913376  -11.672845  -14.024371
H  13.219680  -12.671735  -12.667886
H  12.706094  -12.931862  -14.368269
H  15.294890  -13.662363  -11.676776
H  16.305839  -12.632334  -12.690303
H  16.616264  -14.399800  -12.497617
C  21.140990  -14.897812  -2.571884
S  20.629145  -15.798498  -4.057707
O  21.819011  -16.549623  -4.579209
C  19.495814  -16.972036  -3.259275
H  20.298611  -14.769383  -1.897526
H  21.618679  -13.948695  -2.802785
H  21.910274  -15.488730  -2.065075
H  19.780556  -17.316188  -2.268223
H  19.326156  -17.761046  -3.990618
H  18.522873  -16.475041  -3.189985
C  16.118929  -13.431966  -2.777629
S  17.707424  -13.582086  -2.016217
O  18.740288  -13.121913  -3.012466
C  17.564200  -12.200333  -0.850289
H  16.078023  -14.009442  -3.699876
H  15.896926  -12.388642  -2.997838
H  15.315944  -13.819362  -2.146652
H  18.436961  -12.125645  -0.202788
H  16.713708  -12.357670  -0.184583
H  17.499314  -11.272505  -1.418875
Br  17.514714  -9.914312  -10.491446
C  16.052491  -10.289972  -9.215263
C  14.762549  -10.219147  -10.019475
Br  13.282915  -10.998761  -9.005365
H  16.153952  -9.496939  -8.486867
H  16.176647  -11.282936  -8.803217
H  14.929927  -10.799073  -10.925017
H  14.602447  -9.191927  -10.339631
Br  16.301247  -11.209308  -5.571639
C  16.192337  -9.521363  -4.555782
C  15.850670  -8.387736  -5.492119
Br  14.035869  -8.566254  -6.201969
H  17.200413  -9.410525  -4.160427
H  15.513114  -9.670373  -3.721735
H  16.538318  -8.394954  -6.331438
H  15.904841  -7.432621  -4.976736
Br  25.247378  -15.499432  -7.663661
C  24.019425  -15.010455  -6.220653
C  22.837772  -14.194363  -6.715368
Br  21.890629  -14.978991  -8.227131
H  24.595115  -14.486237  -5.462149
H  23.650282  -15.925698  -5.767438
H  23.075997  -13.162960  -6.965753
H  22.135075  -14.119331  -5.882860
Br  16.136634  -18.475977  -11.521363
C  14.757326  -18.780276  -10.142017
C  14.472621  -17.407527  -9.578266
Br  13.219716  -17.569267  -8.054749
H  15.223484  -19.435411  -9.415493
H  13.833909  -19.220714  -10.504206
H  14.000690  -16.666227  -10.219050
H  15.355403  -16.871395  -9.232769
Br  14.135554  -19.776552  -4.115852
C  15.838046  -19.047629  -4.794683
C  16.848828  -20.049395  -5.255089
Br  16.179139  -21.134793  -6.745051
H  16.261408  -18.505068  -3.952725
H  15.581017  -18.404860  -5.628394
H  17.198276  -20.753872  -4.502725
H  17.748053  -19.564770  -5.632613

Atoms 1-6, force components in eV/Å:
C 0.546 0.260 -0.914
C -0.453 -0.611 1.011
C 0.199 0.067 -1.153
C 0.336 -0.612 0.484
N -0.244 0.518 -0.150
H 0.031 -0.084 0.157

Kohn-Sham gap in Ha: 0.320
E_tot in hartree: -28215.49264
Energy relative to the best compared isomer or geometry (same formula, charge and spin) in eV: 0.000
Lowest unoccupied orbital energy in eV: -0.2

=====

2.
A cluster of 3 separate species, C20H27BF3N2O7 in total in a non-equilibrium geometry, computed with wB97M-V/def2-TZVPD.

Element x y z (Å)
O  4.168560  0.065780  1.945645
B  2.905854  0.614567  2.553554
O  2.315748  -0.034536  3.741849
C  2.220147  1.934039  1.777193
C  0.884199  1.365187  0.946572
C  1.076877  0.117846  -0.080134
C  -0.184408  -0.521183  -0.908423
C  -0.075845  -1.805235  -1.921810
C  1.226608  -2.771998  -1.684937
C  0.987093  -4.004761  -0.625778
F  1.665324  -5.308034  -0.917066
C  0.166364  -3.946683  0.620413
F  -0.035119  -2.759000  1.482917
F  -0.487865  -5.241056  1.041552
C  -1.602884  0.306457  -0.587625
C  -3.026426  -0.093430  -1.329291
C  -3.738995  -1.444969  -0.409594
C  -4.146188  -1.043864  1.229908
O  -2.875483  -1.984244  0.776551
N  -1.482534  1.449606  0.376980
N  -0.460201  1.966002  1.100354
H  3.869410  -0.520378  1.165350
H  1.810118  -0.862192  3.419230
H  1.894930  2.728719  2.578656
H  3.051168  2.351709  1.031009
H  2.168235  -0.324267  -0.212228
H  -0.131294  -1.403635  -3.036703
H  -1.058325  -2.462097  -1.771468
H  1.470136  -3.283102  -2.735524
H  2.203990  -2.205681  -1.370455
H  -3.846996  0.734782  -1.199934
H  -2.897019  -0.489391  -2.425055
H  -4.506837  -2.223491  -1.024794
H  -3.461150  -0.194448  1.683155
H  -4.610316  -1.920741  1.877076
H  -2.409283  1.961314  0.520449
O  -1.189484  0.723010  -4.767788
C  -0.825907  0.161753  -5.788073
O  -0.836707  0.734522  -7.027431
C  -0.451920  -0.239249  -7.996704
C  0.317270  -1.282266  -7.228991
C  -0.350384  -1.256726  -5.877328
H  -1.356340  -0.647066  -8.460248
H  0.160967  0.232601  -8.770233
H  0.302436  -2.265899  -7.705851
H  1.364134  -0.971207  -7.127344
H  -1.213961  -1.926387  -5.837300
H  0.356100  -1.486881  -5.076503
O  2.746903  3.420739  4.314583
C  1.890073  3.486520  5.180432
O  1.301137  4.646795  5.594082
C  0.431390  4.365785  6.689688
C  0.105328  2.899855  6.572838
C  1.365074  2.328075  5.973243
H  0.955833  4.602012  7.621526
H  -0.464233  4.989868  6.618975
H  -0.171733  2.443108  7.526657
H  -0.729577  2.759937  5.875436
H  2.095968  2.059989  6.741186
H  1.150040  1.473520  5.327558

Atoms 1-6, force components in eV/Å:
O -3.794 -0.338 -0.332
B 0.907 -1.274 0.308
O -0.189 -0.182 -3.602
C -1.028 -0.328 -0.393
C -1.926 -1.204 -2.028
C -3.526 0.545 -0.290

Kohn-Sham gap in Ha: 0.281
E_tot in hartree: -1738.20795
Total charge: +1
Lowest unoccupied orbital energy in eV: -4.8